Entry 1:
The following is a DFT calculation (the ωB97M-V functional and the def2-TZVPD basis) of an isolated molecule of C2H7PS2.

Geometry as XYZ:
```
12
Properties=species:S:1:pos:R:3:forces:R:3:mulliken_charge:R:1
S 0.742324 -0.673528 -0.663724 0.86 1.81 0.21 -0.164
H -1.884818 -1.043612 0.792542 -0.53 -2.82 2.69 0.410
H -0.369530 0.541496 1.095052 1.33 0.69 3.11 0.515
H -2.593909 0.414905 0.187080 -0.69 -0.72 -0.20 0.352
S 3.709505 0.813925 -0.165390 -0.84 1.18 -1.11 -0.280
H -1.875900 -0.802364 -0.873746 -0.99 -1.63 -3.25 0.448
C -0.604330 0.374415 0.129835 0.88 -3.24 -1.81 -0.409
H -0.714159 1.237256 -0.396366 0.37 2.50 -1.64 0.347
H 0.129181 -1.837376 -0.601040 -0.32 -0.68 0.36 0.182
H 2.820365 1.894600 -0.345686 1.08 -0.78 0.51 0.113
C -1.863848 -0.387428 0.039676 -0.32 4.19 0.59 -1.433
P 2.505117 -0.532292 0.801768 -0.84 -0.51 0.54 -0.084
```
Positions in Å, forces in eV/Å.

The value obtained for the LUMO energy is 0.452 eV. The electronic energy comes out at -33144.4408 eV. For the HOMO-LUMO gap, the calculation gives 0.270 Ha. As for the energy above the lowest of the compared OMol25 structures with the same formula, charge and spin: 2.701 eV.

Entry 2:
The following is a DFT calculation (the ωB97M-V functional and the def2-TZVPD basis) of a 2-piece molecular cluster, C2H7PS2 overall.

Geometry as XYZ:
```
12
Properties=species:S:1:pos:R:3:forces:R:3:mulliken_charge:R:1
P -1.180542 0.450477 -1.527429 -0.35 1.10 0.67 0.006
H 1.160887 0.284449 -1.590819 0.18 0.42 0.71 0.390
C 0.446371 0.800916 -0.930714 1.02 1.55 -1.41 -0.645
H -0.096749 -1.461286 0.837896 -3.05 -0.85 0.33 0.354
H -1.961659 -0.267132 0.614822 -0.08 -1.35 0.93 0.101
S 1.765583 -0.698988 1.823369 -0.61 0.68 0.46 -0.110
H 0.831163 1.530778 -0.165059 -0.73 -0.95 -0.96 0.370
H 0.626577 -0.287787 2.463201 0.94 0.02 0.15 0.151
C 0.813839 -1.185328 0.497468 3.64 -2.32 -0.80 -0.761
S -2.230438 0.953545 0.293797 -0.30 0.81 -0.67 -0.248
H 1.321448 -1.854592 -0.257543 -0.67 1.03 0.82 0.346
H -1.496480 1.734948 -2.058989 0.01 -0.13 -0.23 0.048
```
Positions in Å, forces in eV/Å.

The value obtained for the LUMO energy (alpha / beta) is 0.615 / -1.407 eV. The electronic energy comes out at -33141.8329 eV. For the HOMO-LUMO gap (alpha / beta), the calculation gives 0.267 / 0.280 Ha. As for the energy above the lowest of the compared OMol25 structures with the same formula, charge and spin: 1.346 eV. Its spin multiplicity is 3.

Entry 3:
The following is a DFT calculation (the ωB97M-V functional and the def2-TZVPD basis) of a 2-piece molecular cluster, C2H7PS3 overall.

Geometry as XYZ:
```
13
Properties=species:S:1:pos:R:3:forces:R:3:mulliken_charge:R:1
H -0.752601 -0.840031 1.491345 -0.02 -0.48 0.26 0.291
C 0.027148 0.387179 0.026664 0.74 1.22 -2.96 -0.639
H -0.365060 -2.771744 -2.225065 0.41 -1.18 -0.49 0.148
H -0.647954 0.794629 1.822484 -0.52 1.43 1.82 0.354
C -0.073030 0.003672 1.469424 -0.69 -0.99 -1.40 -0.984
P 0.785879 -0.838039 -1.081627 0.10 -1.25 0.26 0.330
H 2.390472 -0.520741 -3.006686 -0.39 0.60 0.12 0.171
H 0.839673 -0.268131 1.963730 0.40 0.36 0.22 0.327
H -0.959964 0.507069 -0.501325 0.60 0.42 1.07 0.396
S -1.057472 -1.742687 -1.846230 0.49 1.20 0.72 -0.285
S 1.520655 0.441469 -2.567708 0.51 -0.62 -0.38 -0.265
H 0.665794 1.291808 -0.292753 -1.07 -0.89 1.30 0.302
S 3.079856 -1.846934 0.773348 -0.56 0.19 -0.54 -0.146
```
Positions in Å, forces in eV/Å.

The value obtained for the LUMO energy (alpha / beta) is -2.170 / -2.274 eV. The electronic energy comes out at -43979.4281 eV. For the HOMO-LUMO gap (alpha / beta), the calculation gives 0.246 / 0.246 Ha. As for the energy above the lowest of the compared OMol25 structures with the same formula, charge and spin: 3.290 eV.

Entry 4:
The following is a DFT calculation (the ωB97M-V functional and the def2-TZVPD basis) of a 2-piece molecular cluster, C2H7S overall.

Geometry as XYZ:
```
10
Properties=species:S:1:pos:R:3:forces:R:3:mulliken_charge:R:1
S 1.574747 0.935134 0.609003 0.02 0.00 -0.13 -0.794
H -5.774517 -2.435236 0.194658 0.09 0.28 -0.03 0.227
C 2.288748 1.079443 -1.083788 -0.26 0.17 0.47 -0.695
H 1.981789 0.232211 -1.702409 0.16 0.01 -0.07 0.165
H -4.475823 -2.880075 -0.881670 0.27 0.08 -0.10 0.220
C -4.684996 -2.504281 0.113955 -0.96 -0.24 -0.19 -0.913
H 3.379396 1.122890 -1.014982 -0.02 -0.08 -0.22 0.161
H -4.225460 -1.542523 0.294317 0.14 0.05 0.02 0.238
H 1.937205 1.998702 -1.568198 0.10 -0.10 -0.04 0.163
H -4.401220 -3.242834 0.842873 0.47 -0.17 0.30 0.227
```
Positions in Å, forces in eV/Å.

The value obtained for the LUMO energy is 3.261 eV. The electronic energy comes out at -13023.0901 eV. For the HOMO-LUMO gap, the calculation gives 0.190 Ha. As for the energy above the lowest of the compared OMol25 structures with the same formula, charge and spin: 0.527 eV. Its charge is -1.

Entry 5:
The following is a DFT calculation (the ωB97M-V functional and the def2-TZVPD basis) of a 2-piece molecular cluster, C2H7S2 overall.

Geometry as XYZ:
```
11
Properties=species:S:1:pos:R:3:forces:R:3:mulliken_charge:R:1
S -1.148432 1.987797 -1.160055 -0.70 -1.59 0.02 -0.264
H 0.248909 -0.182057 0.961597 1.17 -2.40 0.45 -0.060
H 1.449808 -1.289141 2.039506 -0.90 0.98 -0.82 0.192
H 0.714065 1.580491 0.271200 0.15 0.12 -0.16 0.129
H -0.526641 2.243084 1.247119 -0.88 0.09 0.50 0.326
C -0.111485 2.285540 0.267086 1.92 1.64 -0.90 -0.605
S 0.621018 -2.796893 0.431624 -0.12 0.98 -0.29 -0.742
C 1.051114 -1.073419 0.995690 -0.79 0.33 1.54 -0.610
H 1.899034 -0.605567 0.528344 0.59 -0.05 -0.83 0.197
H -1.319074 0.588130 -1.041937 0.31 1.55 0.00 0.173
H 0.334760 3.337864 0.072397 -0.74 -1.65 0.48 0.264
```
Positions in Å, forces in eV/Å.

The value obtained for the LUMO energy is 3.237 eV. The electronic energy comes out at -23857.7708 eV. For the HOMO-LUMO gap, the calculation gives 0.199 Ha. As for the energy above the lowest of the compared OMol25 structures with the same formula, charge and spin: 1.444 eV. Its charge is -1.

Entry 6:
The following is a DFT calculation (the ωB97M-V functional and the def2-TZVPD basis) of C2H8AlN4O2 as an isolated structure.

Geometry as XYZ:
```
17
Properties=species:S:1:pos:R:3:forces:R:3:mulliken_charge:R:1
Al 8.211233 -15.763240 -8.154861 4.26 0.62 -3.21 1.315
N 11.283270 -15.304921 -6.349409 -0.43 2.51 1.10 -0.286
O 10.102770 -15.847900 -8.149805 -6.07 0.25 -1.09 -0.267
H 8.480760 -12.239537 -10.872906 0.23 0.12 -0.03 0.209
H 10.763834 -13.496063 -8.765127 0.31 0.08 -0.39 0.147
C 10.856470 -16.109942 -7.255585 5.72 -4.13 5.49 0.761
N 10.232122 -13.197572 -9.570280 2.88 1.90 3.04 -0.233
C 9.273944 -13.906911 -10.019099 -0.56 3.38 -2.44 0.845
H 7.797940 -13.686366 -11.385163 -0.04 -0.27 -0.10 0.293
H 10.116766 -12.199088 -9.669360 0.86 0.29 -0.19 0.281
O 9.271884 -15.127173 -9.801130 -4.93 -3.51 -0.83 -0.405
H 11.151399 -18.030380 -7.835353 0.07 -0.31 0.01 0.262
H 12.030049 -17.522766 -6.423061 0.37 -0.35 -0.18 0.226
N 11.375048 -17.311358 -7.162249 -0.16 -1.44 -0.52 -0.294
H 11.716602 -15.699987 -5.527053 0.40 0.74 0.21 0.245
N 8.485735 -13.246183 -10.790804 -3.15 0.04 -1.75 -0.308
H 11.139184 -14.315820 -6.494373 0.24 0.09 0.87 0.208
```
Positions in Å, forces in eV/Å.

The value obtained for the LUMO energy is -18.809 eV. The electronic energy comes out at -18820.5635 eV. For the HOMO-LUMO gap, the calculation gives 0.144 Ha. As for the energy above the lowest of the compared OMol25 structures with the same formula, charge and spin: 3.319 eV. Its charge is +3.

> What is the formula in the sixth record?

C2H8AlN4O2